1.
Here is a molecular structure, C36H93N6O12 from the Open Molecules 2025 dataset. Energies are from ωB97M-V with the def2-TZVPD basis set.

For the energy above the lowest of the compared OMol25 structures with the same formula, charge and spin, the calculation gives 2.025 eV. The value obtained for the HOMO energy is -10.85 eV. For the HOMO-LUMO gap, the calculation gives 4.4 eV.

```
! wB97M-V def2-TZVPD RIJCOSX def2/J DEFGRID3
* xyz 3 1
C -3.48057 -1.48672 7.13079
N -2.78762 -0.79545 5.96827
C -3.68752 0.35852 5.56476
C -1.54237 -0.14213 6.50654
C -2.53660 -1.75591 4.80608
C -2.26556 -1.13106 3.44792
O -1.01994 -0.46158 3.57192
H -3.61162 -0.71220 7.88109
H -2.91339 -2.34548 7.48109
H -4.45900 -1.84170 6.81243
H -3.18278 0.89947 4.76865
H -3.76504 0.96192 6.46393
H -4.61089 -0.09383 5.21272
H -0.88755 -0.91470 6.90334
H -1.83471 0.43623 7.38579
H -1.11139 0.58411 5.82689
H -3.37056 -2.45315 4.70823
H -1.70235 -2.35889 5.16103
H -3.02583 -0.45412 3.05042
H -2.16193 -1.95814 2.73925
H -0.75640 -0.11000 2.68465
C 2.75983 -0.25597 4.98443
N 3.82773 0.81837 4.81479
C 3.40296 2.00313 5.64510
C 5.16338 0.28744 5.34290
C 3.86822 1.19906 3.32511
C 4.65647 0.19753 2.49967
O 6.02454 0.43127 2.51071
H 1.89142 -0.04645 4.36696
H 2.64899 -0.42013 6.05503
H 3.25728 -1.16492 4.64744
H 2.41059 2.30203 5.30910
H 4.22466 2.71250 5.59939
H 3.21837 1.73400 6.68574
H 5.27476 -0.72746 4.96636
H 5.06884 0.38420 6.41856
H 5.97999 0.80198 4.83684
H 4.44752 2.11988 3.41504
H 2.82581 1.26750 3.01896
H 4.33060 0.24783 1.45679
H 4.35884 -0.79464 2.86649
H 6.36007 0.18946 1.61385
C -0.20917 -7.25013 -2.27176
N -0.32598 -5.75420 -2.08342
C 0.00852 -5.06514 -3.39183
C -1.72406 -5.50736 -1.60911
C 0.59591 -5.32393 -0.95844
C 0.47179 -3.90562 -0.41193
O -0.35833 -3.86454 0.73678
H 0.79125 -7.54070 -2.58569
H -0.90839 -7.49087 -3.07017
H -0.44939 -7.74499 -1.33511
H 0.94401 -5.47832 -3.76328
H 0.09198 -3.99681 -3.19958
H -0.75118 -5.39242 -4.09948
H -2.08560 -6.25979 -0.91700
H -2.32500 -5.60430 -2.51809
H -1.81425 -4.46842 -1.30674
H 1.56988 -5.51468 -1.41295
H 0.49928 -6.06277 -0.16371
H 0.36569 -3.13624 -1.18814
H 1.47727 -3.61137 -0.08426
H -0.45170 -2.91280 0.90064
C -0.45248 3.76343 -6.44923
N -0.27285 2.32884 -6.92008
C -1.40650 1.98603 -7.81751
C 0.98704 2.09062 -7.73677
C -0.26693 1.42168 -5.67379
C 0.84321 1.74047 -4.65985
O 2.11746 1.27905 -4.96670
H 0.53840 4.11170 -6.16874
H -1.09732 3.79128 -5.57578
H -0.85159 4.35104 -7.27087
H -1.32249 0.95845 -8.16330
H -1.55588 2.67752 -8.64453
H -2.34911 2.07262 -7.27049
H 0.96962 2.68290 -8.65180
H 1.04045 1.04324 -8.02101
H 1.86881 2.41990 -7.19178
H -0.26281 0.41021 -6.07790
H -1.21701 1.67113 -5.19865
H 0.50933 1.24744 -3.73877
H 0.86881 2.80717 -4.43077
H 1.99800 0.30808 -4.97328
C -3.96658 -1.75302 -0.83120
N -4.11751 -0.43544 -1.52743
C -5.51439 0.09489 -1.39033
C -3.18335 0.64652 -0.98138
C -3.83320 -0.59238 -3.01838
C -2.63407 -1.47528 -3.33051
O -1.52769 -1.03913 -2.62327
H -4.31734 -1.56095 0.18389
H -2.92655 -2.06447 -0.77708
H -4.63340 -2.48333 -1.28321
H -6.15867 -0.72171 -1.70238
H -5.61738 1.11233 -1.75591
H -5.66038 0.24626 -0.31688
H -3.47536 0.68441 0.06914
H -3.31384 1.52019 -1.60762
H -2.17071 0.24747 -0.92952
H -3.68340 0.39234 -3.46040
H -4.70300 -1.01537 -3.52279
H -2.53153 -1.26478 -4.40482
H -2.86816 -2.54047 -3.25186
H -0.76212 -1.60995 -2.83382
C 1.02336 4.26033 1.45050
N -0.16072 4.83710 2.17952
C -1.03206 3.77758 2.81499
C 0.32713 5.61683 3.41564
C -0.94695 5.79118 1.24734
C -1.72051 4.99444 0.20093
O -3.10438 5.20168 0.44699
H 1.67213 5.03299 1.03645
H 0.78114 3.69836 0.54868
H 1.56585 3.60044 2.12121
H -1.80709 4.29188 3.38343
H -0.49955 3.14937 3.52253
H -1.49637 3.23461 1.99829
H 0.97537 6.39731 3.02396
H 0.88379 4.90253 4.01585
H -0.51772 6.00556 3.97585
H -0.18998 6.42190 0.78524
H -1.47817 6.40153 1.97331
H -1.50248 3.92227 0.16063
H -1.39881 5.28909 -0.80268
H -3.61854 4.73321 -0.21786
C 2.51734 -2.07583 -2.91331
C 1.31101 -2.18131 -3.81629
O 1.29757 -1.43584 -4.84247
O 0.33209 -2.95169 -3.56541
H 3.17258 -2.86320 -3.29653
H 2.29007 -2.38689 -1.89470
H 2.99899 -1.10629 -2.97770
C 5.39537 -0.51730 -1.59373
C 6.79714 -0.58141 -0.98002
O 6.80925 -0.74118 0.27917
O 7.79037 -0.37816 -1.68376
H 4.87904 0.43075 -1.40956
H 4.65323 -1.26281 -1.29465
H 5.49318 -0.64524 -2.67530
C 1.42233 -0.03652 -0.38184
C 0.34052 0.01145 0.67548
O 0.23713 0.98344 1.47755
O -0.42577 -0.98994 0.65156
H 2.01609 -0.92315 -0.17173
H 2.09857 0.81983 -0.30171
H 1.03116 0.09383 -1.39033
*
```

---

2.
Here is a molecular structure, C36H94CuKN8O14S from the Open Molecules 2025 dataset. Energies are from ωB97M-V with the def2-TZVPD basis set.

As for the expectation value of S²: 0.754. The value obtained for the HOMO energy (alpha / beta) is -11.14 / -11.13 eV. For the HOMO-LUMO gap (alpha / beta), the calculation gives 7.1 / 5.2 eV.

```
! wB97M-V def2-TZVPD RIJCOSX def2/J DEFGRID3
* xyz 1 2
K -3.32740 -1.68472 1.87702
Cu 0.55356 -0.53700 3.06916
S -0.21702 -0.43129 0.42982
O 0.44817 0.33747 -0.57311
O 0.72107 -1.29041 1.12179
O -0.63961 0.35323 1.59599
O -1.38520 -1.11543 -0.10808
O 4.36946 2.30431 -1.18539
C 3.66092 2.17060 -2.20417
O 3.24046 3.30669 -2.85795
C 2.47008 3.00418 -3.96384
C 1.90338 1.60555 -3.64797
C 3.05782 0.91821 -2.86679
H 2.94471 3.01763 -4.94498
H 1.69750 3.76670 -4.06272
H 1.63162 1.03033 -4.53305
H 0.98922 1.69941 -3.06178
H 3.69458 0.30273 -3.50226
H 2.62976 0.17682 -2.19211
C 2.82712 -3.29370 -1.03301
C 1.87567 -4.38408 -0.64878
C 2.59693 -5.39826 0.32060
O 3.67279 -6.11336 -0.28656
C 4.42988 -6.83246 0.68651
N 0.64087 -3.74835 -0.12363
H 2.48787 -2.52094 -1.72282
H 3.73527 -3.75340 -1.42292
H 3.31899 -2.73156 -0.23919
H 1.68321 -4.94358 -1.56420
H 1.82801 -6.11702 0.60389
H 2.99100 -4.91232 1.21317
H 4.00364 -7.83566 0.68620
H 4.48655 -6.30827 1.64050
H 5.46522 -7.01483 0.39856
H 0.33186 -3.34977 -0.99869
H 0.85311 -2.97630 0.49200
C -0.58881 3.50133 0.53592
C 0.80946 3.60191 -0.11391
C 1.41569 5.05555 0.10141
O 0.58468 6.09821 -0.40126
C 0.30587 6.08198 -1.78908
N 1.75330 2.66709 0.44975
H -1.09558 2.54191 0.43204
H -1.34451 4.17112 0.12557
H -0.41815 3.71198 1.59167
H 0.75568 3.49328 -1.19715
H 2.40191 5.13246 -0.35636
H 1.68410 5.21690 1.14545
H -0.21907 7.01866 -1.97661
H -0.38804 5.25296 -1.92803
H 1.18753 5.97080 -2.42029
H 1.47734 1.75357 0.11896
H 2.67263 2.74677 0.03915
C 0.86276 -2.15057 -4.87437
C -0.24730 -1.39287 -4.13291
C -1.63402 -1.97564 -4.50152
O -1.96345 -1.77846 -5.85984
C -3.30558 -2.10948 -6.12687
N 0.03171 -1.70030 -2.66454
H 1.89217 -1.92645 -4.59475
H 0.83410 -1.91310 -5.93780
H 0.66716 -3.22281 -4.86377
H -0.07923 -0.34902 -4.39792
H -2.34782 -1.37030 -3.94282
H -1.77893 -3.01556 -4.20884
H -3.51817 -1.84194 -7.16192
H -4.02070 -1.55716 -5.51725
H -3.50803 -3.17219 -5.99362
H 0.85163 -1.21932 -2.32323
H -0.66251 -1.31568 -2.03985
C -2.74663 -5.93288 -1.53455
C -2.76356 -4.43184 -1.54543
C -4.15001 -3.75248 -1.93883
O -4.68437 -4.37455 -3.08192
C -5.66694 -3.57244 -3.78131
N -2.34742 -3.95930 -0.21084
H -3.55635 -6.27119 -0.88803
H -1.79910 -6.22613 -1.08258
H -2.89112 -6.36270 -2.52575
H -1.96299 -4.15246 -2.23037
H -4.03330 -2.68577 -2.13016
H -4.83775 -3.74262 -1.09323
H -6.61958 -3.78770 -3.29734
H -5.69876 -3.78706 -4.84950
H -5.46578 -2.50308 -3.71727
H -1.36988 -4.20377 -0.14198
H -2.15584 -2.99048 -0.42243
C -4.83225 2.14302 -1.13505
C -4.05063 0.87096 -1.58412
C -2.74475 1.11578 -2.34820
O -3.12844 1.82315 -3.52893
C -2.08723 2.14277 -4.36653
N -3.78730 0.04840 -0.45965
H -5.79073 1.96783 -0.64647
H -5.05853 2.77225 -1.99585
H -4.21423 2.77601 -0.49830
H -4.67156 0.28526 -2.26199
H -2.18914 0.19096 -2.50347
H -2.12957 1.73574 -1.69606
H -2.47771 2.72717 -5.19966
H -1.61198 1.23243 -4.73194
H -1.30672 2.72482 -3.87650
H -3.61132 0.67394 0.31354
H -2.88413 -0.34437 -0.68347
C 2.42319 1.35613 5.35395
C 1.76186 2.23296 4.31650
C 2.53183 3.56724 4.09801
O 2.39311 4.44004 5.18149
C 3.00740 5.72887 4.95888
N 1.72093 1.40209 3.11122
H 2.43102 1.85628 6.32239
H 3.44589 1.16143 5.03102
H 1.84839 0.44427 5.51592
H 0.76017 2.56129 4.59384
H 2.12733 4.00656 3.18615
H 3.55636 3.30398 3.83511
H 3.00959 6.32381 5.87220
H 2.57200 6.26340 4.11460
H 4.07207 5.57324 4.78458
H 1.38307 2.01169 2.38023
H 2.71576 1.41683 2.93750
C 3.46019 -3.75810 4.46093
C 3.15227 -2.31693 3.99032
C 3.75375 -2.07672 2.62201
O 3.63062 -0.69102 2.36103
C 4.17520 -0.24488 1.14782
N 1.76611 -2.09727 4.06713
H 4.53891 -3.90942 4.42132
H 3.09749 -4.50372 3.75339
H 3.17574 -3.91355 5.50162
H 3.64632 -1.60229 4.64858
H 3.20338 -2.77307 1.98933
H 4.79518 -2.38411 2.52691
H 4.11868 0.84250 1.09775
H 3.56233 -0.78417 0.42556
H 5.16520 -0.60254 0.86486
H 1.50381 -2.20889 5.03606
H 1.25001 -2.84623 3.62804
C -4.69414 2.95195 2.93769
C -3.21703 2.62711 2.63186
C -2.41132 2.87135 3.86716
O -2.31290 4.32271 4.11921
C -1.54011 4.60602 5.31213
N -3.10988 1.27125 2.20012
H -4.93555 3.82402 3.54539
H -5.13051 2.07245 3.41114
H -5.24363 2.99928 1.99752
H -2.82249 3.25387 1.83209
H -1.44625 2.37566 3.76211
H -2.98121 2.36047 4.64325
H -0.57000 4.25121 4.96413
H -1.82448 4.09639 6.23274
H -1.60498 5.66601 5.55771
H -2.15303 1.13997 1.90463
H -3.17092 0.67414 3.01242
*
```

---

3.
Here is a molecular structure, C36H94F3N8O10Sr from the Open Molecules 2025 dataset. Energies are from ωB97M-V with the def2-TZVPD basis set.

As for the expectation value of S²: 0.750. The value obtained for the HOMO energy (alpha / beta) is -5.04 / -8.22 eV. For the HOMO-LUMO gap (alpha / beta), the calculation gives 5.2 / 8.1 eV.

```
! wB97M-V def2-TZVPD RIJCOSX def2/J DEFGRID3
* xyz 0 2
Sr 27.47104 -7.67491 22.86951
C 24.21947 -7.53969 20.79254
O 24.94587 -6.86619 19.76695
O 25.14691 -8.27721 21.54751
C 23.23240 -6.43699 21.35889
F 23.86601 -5.20670 21.66927
F 22.20825 -6.16840 20.45065
F 22.65580 -6.87484 22.49046
C 24.39910 -6.74237 18.40277
C 24.37490 -5.29573 17.88334
H 25.37064 -4.88309 18.04567
H 24.34374 -5.15053 16.80351
H 23.62486 -4.61775 18.29061
H 23.41564 -7.20977 18.35352
H 24.97579 -7.14358 17.56936
H 23.54501 -8.17698 20.22066
C 28.92509 -4.62508 20.05748
C 27.94552 -4.45931 21.18410
C 27.18636 -3.15063 21.08375
O 26.18168 -3.07007 22.10485
C 25.04672 -2.29337 21.88316
N 27.01282 -5.58483 21.19367
H 29.63827 -3.80092 20.07265
H 28.34180 -4.58156 19.13771
H 29.43946 -5.57758 20.18511
H 28.47586 -4.43652 22.13610
H 26.91660 -3.07865 20.03012
H 27.85188 -2.29263 21.17875
H 25.41811 -1.31668 21.57289
H 24.51957 -2.29875 22.83720
H 24.53664 -2.77399 21.04835
H 26.15346 -5.09137 21.38881
H 26.73554 -6.00936 20.32018
C 26.26759 -10.01447 12.24962
C 26.15736 -9.38782 13.57002
C 24.83563 -8.54538 13.82727
O 24.81874 -7.39496 12.98173
C 23.75620 -6.57059 13.27126
N 26.45413 -10.42097 14.56872
H 25.98543 -9.47149 11.34758
H 25.65855 -10.91662 12.19239
H 27.24657 -10.44715 12.04341
H 26.96536 -8.67834 13.74856
H 24.85403 -8.29689 14.88841
H 24.07497 -9.31286 13.68420
H 23.92275 -6.14546 14.26102
H 22.78310 -7.06163 13.27986
H 23.67534 -5.74803 12.56067
H 27.44493 -10.61452 14.60003
H 25.97677 -11.30037 14.43131
C 23.85508 -11.37953 19.44568
C 25.36233 -11.60709 19.18782
C 25.81315 -12.17870 17.84402
O 25.47904 -13.58145 17.86864
C 25.86632 -14.21027 16.66256
N 26.13285 -10.48338 19.65327
H 23.60766 -11.10701 20.47165
H 23.14833 -12.16301 19.17224
H 23.41223 -10.53526 18.91730
H 25.58008 -12.42405 19.87576
H 26.86207 -11.89165 17.77013
H 25.27322 -11.58054 17.11000
H 25.38087 -13.97250 15.71604
H 25.94663 -15.28717 16.81065
H 26.90981 -13.97299 16.45539
H 25.60197 -9.92144 20.30327
H 26.47496 -9.93175 18.87948
C 21.01865 -9.21853 17.16925
C 20.36689 -8.28514 16.13759
C 21.15664 -6.98596 16.04939
O 20.49492 -6.04235 15.13319
C 21.14865 -4.83774 14.82170
N 20.28537 -9.00849 14.89600
H 21.97680 -9.53170 16.75455
H 20.43435 -10.12779 17.31045
H 21.06625 -8.80436 18.17637
H 19.35233 -8.06963 16.47272
H 22.15647 -7.18126 15.66173
H 21.05329 -6.53998 17.03860
H 21.83858 -4.59041 15.62851
H 20.39905 -4.05022 14.74417
H 21.72375 -5.03490 13.91699
H 19.48267 -9.62149 14.89817
H 20.13364 -8.32998 14.16341
C 24.48373 -1.89521 17.40453
C 24.74505 -0.44383 17.62742
C 24.10672 0.11101 18.89195
O 22.72518 -0.08861 18.87880
C 21.91648 0.78751 19.80230
N 26.17535 -0.27622 17.77789
H 25.02323 -2.55069 18.08817
H 24.90591 -2.27053 16.47233
H 23.40452 -2.00237 17.29538
H 24.50877 0.18458 16.76872
H 24.47733 1.13410 18.95539
H 24.53259 -0.38936 19.76163
H 20.88416 0.43765 19.79995
H 21.77800 1.79143 19.40095
H 22.29709 0.79418 20.82366
H 26.55273 -0.92018 18.45834
H 26.35901 0.67360 18.06807
C 18.06509 -6.20092 18.25918
C 17.79958 -7.44636 19.09565
C 19.09781 -7.67896 19.92193
O 19.02660 -9.08829 20.25307
C 20.07977 -9.61816 21.03416
N 16.56668 -7.53294 19.87841
H 17.20340 -5.79003 17.73310
H 18.71610 -6.42568 17.41432
H 18.55643 -5.50026 18.93427
H 17.85683 -8.29493 18.41392
H 19.10404 -7.02352 20.79281
H 19.98702 -7.44695 19.33577
H 19.95549 -10.66963 21.29314
H 20.13330 -9.12650 22.00550
H 21.11856 -9.44313 20.75421
H 16.57873 -8.43155 20.33934
H 15.90128 -7.74324 19.14827
C 21.32739 -3.77589 22.67129
C 21.13861 -2.48508 21.94926
C 20.06663 -2.50787 20.83366
O 20.26680 -3.51448 19.80270
C 21.49321 -3.32918 19.10885
N 20.63371 -1.51193 22.93477
H 20.38285 -4.03357 23.15036
H 22.13376 -3.87411 23.39809
H 21.52723 -4.62479 22.01743
H 22.12453 -2.29604 21.52464
H 20.01412 -1.50263 20.41553
H 19.02109 -2.58870 21.13102
H 22.41206 -3.21239 19.68344
H 21.51596 -2.36396 18.60295
H 21.64378 -4.13088 18.38585
H 21.35033 -1.60844 23.63992
H 19.81672 -1.98933 23.28794
C 29.29933 -8.11271 15.56197
C 28.34930 -7.40185 16.40457
C 28.00102 -6.09827 15.66681
O 29.10778 -5.62595 14.96612
C 28.86008 -4.52179 14.07917
N 27.11959 -8.16951 16.73438
H 28.88780 -8.34799 14.58045
H 29.41496 -9.07176 16.06691
H 30.28519 -7.70679 15.33524
H 28.90622 -7.10357 17.29280
H 27.59142 -5.31725 16.30739
H 27.14367 -6.20093 15.00161
H 29.70399 -4.16647 13.48783
H 28.62013 -3.62314 14.64745
H 28.07467 -4.75316 13.35966
H 26.83448 -8.76611 15.97090
H 26.28106 -7.65079 16.95324
*
```